Entry 1:
Below is a structure of composition CH2Na7O4 at a distorted geometry, with properties calculated with the ωB97M-V functional and the def2-TZVPD basis.

Output
HOMO-LUMO gap (spin up / spin down): 4.19 / 8.58 eV
HOMO (spin up / spin down): -17.34 / -22.25 eV

ORCA input file:
```
! wB97M-V def2-TZVPD RIJCOSX def2/J DEFGRID3
* xyz 4 2
Na -1.405 3.576 1.001
Na -0.545 2.158 -2.020
Na 0.835 0.580 3.358
Na 2.053 -1.565 0.825
Na -2.835 0.795 1.848
Na -1.644 -2.235 2.059
Na 2.761 1.017 -1.526
C -0.175 0.258 0.240
O 0.741 0.116 -0.559
O -0.219 -0.513 1.239
O -1.006 1.142 0.089
O 0.285 -1.683 -2.511
H 0.553 -1.099 -1.801
H 0.602 -2.546 -2.243
*
```

These are the natural (NBO) partial charges, in e, on atoms 1 to 6: atom 1 (Na): 0.82, atom 2 (Na): 0.97, atom 3 (Na): 0.66, atom 4 (Na): 0.94, atom 5 (Na): 0.70, atom 6 (Na): 0.97

***

Entry 2:
Below is the molecule CH2O2S at a distorted geometry, with properties calculated with the ωB97M-V functional and the def2-TZVPD basis.

Output
Structure (SMILES): O=C(O)S
HOMO-LUMO gap: 10.16 eV
ΔE to the lowest compared entry with this formula, charge and spin: 225.34 kJ/mol
HOMO: -10.13 eV

ORCA input file:
```
! wB97M-V def2-TZVPD RIJCOSX def2/J DEFGRID3
* xyz 0 1
C 0.428 0.099 0.172
H 0.487 -1.686 0.662
H -1.805 1.079 0.551
O 1.108 -1.002 -0.090
O 1.099 1.144 -0.042
S -1.182 -0.071 -0.074
*
```

Here is what natural (NBO) gives for the atomic charges, in e: atom 1 (C): 0.48, atom 2 (H): 0.47, atom 3 (H): 0.18, atom 4 (O): -0.61, atom 5 (O): -0.56, atom 6 (S): 0.04

***

Entry 3:
Below is the molecule CH2O2S2 at a distorted geometry, with properties calculated with the ωB97M-V functional and the def2-TZVPD basis.

Output
Structure (SMILES): OOC(=S)S
HOMO-LUMO gap: 9.05 eV
ΔE to the lowest compared entry with this formula, charge and spin: 317.31 kJ/mol
HOMO: -9.20 eV

ORCA input file:
```
! wB97M-V def2-TZVPD RIJCOSX def2/J DEFGRID3
* xyz 0 1
C -0.499 0.058 0.113
O 1.736 -1.355 0.231
O 0.925 -0.093 0.257
S -0.686 1.740 0.268
S -1.671 -1.034 0.103
H -1.945 1.736 -0.358
H 2.141 -1.053 -0.614
*
```

These are the natural (NBO) partial charges, in e, on atoms 1 to 6: atom 1 (C): -0.08, atom 2 (O): -0.38, atom 3 (O): -0.34, atom 4 (S): 0.12, atom 5 (S): 0.02, atom 6 (H): 0.17

***

Entry 4:
Below is the molecule CH2O2S2 at a distorted geometry, with properties calculated with the ωB97M-V functional and the def2-TZVPD basis.

Output
Structure (SMILES): O=CSSO
HOMO-LUMO gap: 8.58 eV
ΔE to the lowest compared entry with this formula, charge and spin: 138.49 kJ/mol
HOMO: -9.23 eV

ORCA input file:
```
! wB97M-V def2-TZVPD RIJCOSX def2/J DEFGRID3
* xyz 0 1
C -1.707 -0.739 0.034
O 2.408 1.205 0.228
O -2.513 -0.109 -0.575
S 1.864 0.091 -0.886
S 0.124 -0.903 0.021
H 1.730 1.942 0.519
H -1.906 -1.487 0.659
*
```

These are the natural (NBO) partial charges, in e, on atoms 1 to 6: atom 1 (C): 0.32, atom 2 (O): -0.86, atom 3 (O): -0.47, atom 4 (S): 0.47, atom 5 (S): -0.11, atom 6 (H): 0.50

***

Entry 5:
Below is a cluster of 2 separate species, CH2O2S3 in total at a distorted geometry, with properties calculated with the ωB97M-V functional and the def2-TZVPD basis.

Output
HOMO-LUMO gap: 8.06 eV
ΔE to the lowest compared entry with this formula, charge and spin: 273.94 kJ/mol
HOMO: -9.40 eV

ORCA input file:
```
! wB97M-V def2-TZVPD RIJCOSX def2/J DEFGRID3
* xyz 0 1
C -2.040 -0.850 -0.309
O 2.446 1.536 0.669
O 2.863 -0.240 -0.797
S -0.578 -1.352 0.320
S -2.365 0.794 -0.517
S 2.681 0.159 0.538
H 0.493 -0.457 0.935
H -3.501 0.410 -0.839
*
```

These are the natural (NBO) partial charges, in e, on atoms 1 to 6: atom 1 (C): -0.48, atom 2 (O): -0.84, atom 3 (O): -0.84, atom 4 (S): 0.17, atom 5 (S): 0.18, atom 6 (S): 1.68

***

Entry 6:
Below is a cluster of 2 separate species, CH2O2S3 in total at a distorted geometry, with properties calculated with the ωB97M-V functional and the def2-TZVPD basis.

Output
HOMO-LUMO gap: 7.45 eV
ΔE to the lowest compared entry with this formula, charge and spin: 60.57 kJ/mol
HOMO: -8.81 eV

ORCA input file:
```
! wB97M-V def2-TZVPD RIJCOSX def2/J DEFGRID3
* xyz 0 1
C 0.371 -0.502 -0.556
O -3.146 0.003 0.789
O -4.813 0.095 -1.024
S 0.670 -2.007 -0.064
S -0.216 0.819 0.401
S -4.409 -0.481 0.197
H 0.497 -0.200 -1.668
H -0.212 -0.129 1.492
*
```

These are the natural (NBO) partial charges, in e, on atoms 1 to 6: atom 1 (C): -0.51, atom 2 (O): -0.83, atom 3 (O): -0.82, atom 4 (S): 0.01, atom 5 (S): 0.12, atom 6 (S): 1.64

***

Entry 7:
Below is a cluster of 2 separate species, CH2O2S3 in total at a distorted geometry, with properties calculated with the ωB97M-V functional and the def2-TZVPD basis.

Output
HOMO-LUMO gap: 7.74 eV
ΔE to the lowest compared entry with this formula, charge and spin: 110.47 kJ/mol
HOMO: -9.39 eV

ORCA input file:
```
! wB97M-V def2-TZVPD RIJCOSX def2/J DEFGRID3
* xyz 0 1
C 1.108 -0.701 -0.222
O 0.015 -0.774 -1.010
O -1.025 2.619 0.600
S -1.710 -0.015 1.317
S 2.011 0.698 -0.224
S -1.089 1.299 0.047
H 1.340 -1.561 0.464
H -0.652 -1.563 -0.970
*
```

These are the natural (NBO) partial charges, in e, on atoms 1 to 6: atom 1 (C): 0.06, atom 2 (O): -0.70, atom 3 (O): -0.82, atom 4 (S): -0.35, atom 5 (S): -0.05, atom 6 (S): 1.14

***

Entry 8:
Below is a structure of composition CH2O3 at a distorted geometry, with properties calculated with the ωB97M-V functional and the def2-TZVPD basis.

Output
HOMO-LUMO gap: 10.94 eV
ΔE to the lowest compared entry with this formula, charge and spin: 176.36 kJ/mol
HOMO: -10.81 eV

ORCA input file:
```
! wB97M-V def2-TZVPD RIJCOSX def2/J DEFGRID3
* xyz 0 1
C -0.025 0.157 -0.063
H 1.748 -0.851 0.465
H -1.964 0.524 -0.147
O 0.657 -1.065 -0.073
O -1.241 -0.211 0.076
O 0.630 1.200 0.004
*
```

Here is what natural (NBO) gives for the atomic charges, in e: atom 1 (C): 0.97, atom 2 (H): 0.50, atom 3 (H): 0.52, atom 4 (O): -0.71, atom 5 (O): -0.65, atom 6 (O): -0.63

***

Entry 9:
Below is the molecule CH2O3 at a distorted geometry, with properties calculated with the ωB97M-V functional and the def2-TZVPD basis.

Output
Structure (SMILES): O=C(O)O
HOMO-LUMO gap: 11.95 eV
ΔE to the lowest compared entry with this formula, charge and spin: 10.41 kJ/mol
HOMO: -11.52 eV

ORCA input file:
```
! wB97M-V def2-TZVPD RIJCOSX def2/J DEFGRID3
* xyz 0 1
C -0.168 -0.402 -0.027
H 1.604 0.142 0.031
H -1.218 1.151 0.116
O 1.147 -0.709 -0.030
O -0.275 0.964 -0.056
O -1.091 -1.147 -0.033
*
```

Here is what natural (NBO) gives for the atomic charges, in e: atom 1 (C): 0.98, atom 2 (H): 0.50, atom 3 (H): 0.51, atom 4 (O): -0.67, atom 5 (O): -0.72, atom 6 (O): -0.59

***

Entry 10:
Below is the ion CH2O3P2 with charge -2 at a distorted geometry, with properties calculated with the ωB97M-V functional and the def2-TZVPD basis.

Output
Structure (SMILES): C=P([O-])=P(=O)[O-]
HOMO-LUMO gap: 6.51 eV
ΔE to the lowest compared entry with this formula, charge and spin: 137.38 kJ/mol
HOMO: 1.25 eV

ORCA input file:
```
! wB97M-V def2-TZVPD RIJCOSX def2/J DEFGRID3
* xyz -2 1
C 0.986 -0.990 -1.051
O -1.695 1.959 1.239
O -1.157 -0.484 1.669
O 0.792 1.191 0.413
P 0.497 0.616 -0.942
P -1.495 0.605 0.710
H 0.945 -1.490 -2.049
H 1.126 -1.407 0.011
*
```

These are the natural (NBO) partial charges, in e, on atoms 1 to 6: atom 1 (C): -1.26, atom 2 (O): -1.21, atom 3 (O): -1.21, atom 4 (O): -1.17, atom 5 (P): 0.98, atom 6 (P): 1.46

***

Entry 11:
Below is the molecule CH2O3S at a distorted geometry, with properties calculated with the ωB97M-V functional and the def2-TZVPD basis.

Output
HOMO-LUMO gap: 10.53 eV
ΔE to the lowest compared entry with this formula, charge and spin: 107.58 kJ/mol
HOMO: -10.09 eV

ORCA input file:
```
! wB97M-V def2-TZVPD RIJCOSX def2/J DEFGRID3
* xyz 0 1
C 0.445 -0.197 0.178
O -1.386 -1.207 -1.704
O 0.182 0.873 -0.745
O 0.431 0.293 1.467
S -1.133 -0.160 -0.618
H 1.324 -0.851 -0.142
H 0.137 1.248 1.565
*
```

These are the natural (NBO) partial charges, in e, on atoms 1 to 6: atom 1 (C): 0.15, atom 2 (O): -0.87, atom 3 (O): -0.65, atom 4 (O): -0.72, atom 5 (S): 1.36, atom 6 (H): 0.22

***

Entry 12:
Below is the molecule CH2O3S at a distorted geometry, with properties calculated with the ωB97M-V functional and the def2-TZVPD basis.

Output
HOMO-LUMO gap: 9.52 eV
ΔE to the lowest compared entry with this formula, charge and spin: 78.94 kJ/mol
HOMO: -9.45 eV

ORCA input file:
```
! wB97M-V def2-TZVPD RIJCOSX def2/J DEFGRID3
* xyz 0 1
C -0.588 0.716 0.575
O -0.897 -1.666 -0.199
O 0.014 1.540 1.179
O 0.894 -0.392 -0.998
S 0.217 -1.007 0.393
H -1.452 0.832 -0.117
H 1.813 -0.024 -0.832
*
```

These are the natural (NBO) partial charges, in e, on atoms 1 to 6: atom 1 (C): 0.24, atom 2 (O): -0.93, atom 3 (O): -0.49, atom 4 (O): -0.89, atom 5 (S): 1.41, atom 6 (H): 0.16

***

Entry 13:
Below is a cluster of 2 separate species, CH2O3S in total at a distorted geometry, with properties calculated with the ωB97M-V functional and the def2-TZVPD basis.

Output
HOMO-LUMO gap: 7.95 eV
ΔE to the lowest compared entry with this formula, charge and spin: 63.59 kJ/mol
HOMO: -9.57 eV

ORCA input file:
```
! wB97M-V def2-TZVPD RIJCOSX def2/J DEFGRID3
* xyz 0 1
C 0.573 -0.339 0.124
O 3.329 0.603 0.421
O 4.770 -0.950 -0.724
O 0.165 -1.277 0.765
S 4.660 0.270 0.035
H 0.151 0.100 -0.821
H 1.501 0.296 0.194
*
```

These are the natural (NBO) partial charges, in e, on atoms 1 to 6: atom 1 (C): 0.28, atom 2 (O): -0.85, atom 3 (O): -0.81, atom 4 (O): -0.50, atom 5 (S): 1.67, atom 6 (H): 0.07

***

Entry 14:
Below is the molecule CH2O3S at a distorted geometry, with properties calculated with the ωB97M-V functional and the def2-TZVPD basis.

Output
HOMO-LUMO gap (spin up / spin down): 5.83 / 8.29 eV
ΔE to the lowest compared entry with this formula, charge and spin: 414.31 kJ/mol
HOMO (spin up / spin down): -6.13 / -11.25 eV

ORCA input file:
```
! wB97M-V def2-TZVPD RIJCOSX def2/J DEFGRID3
* xyz 0 3
C -1.590 -0.168 -0.048
O 0.250 -1.635 -0.827
O -2.782 -0.248 0.006
O 0.661 0.217 1.099
S -0.027 -1.296 0.575
H -1.079 0.585 -0.647
H 1.281 0.046 1.865
*
```

These are the natural (NBO) partial charges, in e, on atoms 1 to 6: atom 1 (C): -0.12, atom 2 (O): -0.77, atom 3 (O): -0.37, atom 4 (O): -0.88, atom 5 (S): 1.40, atom 6 (H): 0.24

***

Entry 15:
Below is the molecule CH2O3S2 at a distorted geometry, with properties calculated with the ωB97M-V functional and the def2-TZVPD basis.

Output
HOMO-LUMO gap (spin up / spin down): 6.34 / 7.33 eV
ΔE to the lowest compared entry with this formula, charge and spin: 364.64 kJ/mol
HOMO (spin up / spin down): -10.30 / -9.89 eV

ORCA input file:
```
! wB97M-V def2-TZVPD RIJCOSX def2/J DEFGRID3
* xyz 0 1
C 0.186 -0.702 -0.391
O -2.198 0.371 1.185
O -3.658 -0.273 -0.713
O -1.002 -1.178 -0.596
S 1.478 -1.629 0.375
S -2.626 -0.662 0.331
H 0.520 -0.264 -1.385
H 0.034 0.187 0.213
*
```

These are the natural (NBO) partial charges, in e, on atoms 1 to 6: atom 1 (C): -0.33, atom 2 (O): -0.85, atom 3 (O): -0.79, atom 4 (O): -0.55, atom 5 (S): 0.15, atom 6 (S): 1.86

***

Entry 16:
Below is a cluster of 2 separate species, CH2O4 in total at a distorted geometry, with properties calculated with the ωB97M-V functional and the def2-TZVPD basis.

Output
HOMO-LUMO gap (spin up / spin down): 10.64 / 6.63 eV
ΔE to the lowest compared entry with this formula, charge and spin: 446.12 kJ/mol
HOMO (spin up / spin down): -10.71 / -7.19 eV

ORCA input file:
```
! wB97M-V def2-TZVPD RIJCOSX def2/J DEFGRID3
* xyz 0 1
C 1.475 -0.161 -0.278
O 2.315 -0.989 -0.466
O -1.212 0.078 -0.584
O 1.035 0.912 0.224
O -2.050 -0.406 0.297
H 1.194 1.297 1.116
H -2.757 -0.731 -0.309
*
```

These are the natural (NBO) partial charges, in e, on atoms 1 to 6: atom 1 (C): 0.78, atom 2 (O): -0.52, atom 3 (O): -0.19, atom 4 (O): -0.68, atom 5 (O): -0.33, atom 6 (H): 0.49

***

Entry 17:
Below is the molecule CH2O4S at a distorted geometry, with properties calculated with the ωB97M-V functional and the def2-TZVPD basis.

Output
Structure (SMILES): O=CO[SH](=O)=O
HOMO-LUMO gap: 11.96 eV
ΔE to the lowest compared entry with this formula, charge and spin: 147.86 kJ/mol
HOMO: -11.86 eV

ORCA input file:
```
! wB97M-V def2-TZVPD RIJCOSX def2/J DEFGRID3
* xyz 0 1
C -1.506 0.161 -0.275
O -2.505 0.721 -0.170
O 1.034 -1.209 -0.601
O 1.705 1.092 -0.268
O -0.443 0.218 0.722
S 1.089 -0.079 0.277
H -0.961 -0.263 -1.171
H 1.587 -0.641 1.486
*
```

These are the natural (NBO) partial charges, in e, on atoms 1 to 6: atom 1 (C): 0.66, atom 2 (O): -0.46, atom 3 (O): -0.95, atom 4 (O): -0.87, atom 5 (O): -0.76, atom 6 (S): 2.18

***

Entry 18:
Below is a structure of composition CH2OPS2 at a distorted geometry, with properties calculated with the ωB97M-V functional and the def2-TZVPD basis.

Output
HOMO-LUMO gap: 7.06 eV
ΔE to the lowest compared entry with this formula, charge and spin: 25.97 kJ/mol
HOMO: -3.51 eV

ORCA input file:
```
! wB97M-V def2-TZVPD RIJCOSX def2/J DEFGRID3
* xyz -1 1
C 3.191 0.473 0.938
O 2.552 1.038 1.759
P 0.133 -0.387 0.547
S 4.629 0.270 0.322
S 1.872 -0.798 -0.489
H -0.717 -0.650 -0.624
H 0.256 1.022 0.506
*
```

These are the natural (NBO) partial charges, in e, on atoms 1 to 6: atom 1 (C): 0.37, atom 2 (O): -0.59, atom 3 (P): 0.12, atom 4 (S): -0.24, atom 5 (S): -0.58, atom 6 (H): -0.05

***

Entry 19:
Below is the molecule CH2OS2 at a distorted geometry, with properties calculated with the ωB97M-V functional and the def2-TZVPD basis.

Output
Structure (SMILES): O=C(S)S
HOMO-LUMO gap: 10.16 eV
ΔE to the lowest compared entry with this formula, charge and spin: 56.05 kJ/mol
HOMO: -10.09 eV

ORCA input file:
```
! wB97M-V def2-TZVPD RIJCOSX def2/J DEFGRID3
* xyz 0 1
C -0.060 0.781 -0.134
H -1.021 -1.351 0.329
H 1.100 -1.285 0.160
O -0.064 1.935 -0.052
S -1.538 -0.067 -0.155
S 1.582 -0.014 -0.147
*
```

Here is what natural (NBO) gives for the atomic charges, in e: atom 1 (C): 0.23, atom 2 (H): 0.14, atom 3 (H): 0.12, atom 4 (O): -0.53, atom 5 (S): 0.06, atom 6 (S): -0.02

***

Entry 20:
Below is a structure of composition CH2P2S3 at a distorted geometry, with properties calculated with the ωB97M-V functional and the def2-TZVPD basis.

Output
HOMO-LUMO gap: 7.97 eV
ΔE to the lowest compared entry with this formula, charge and spin: 142.19 kJ/mol
HOMO: -8.66 eV

ORCA input file:
```
! wB97M-V def2-TZVPD RIJCOSX def2/J DEFGRID3
* xyz 0 1
C 0.021 -0.495 1.053
P 1.402 0.554 0.657
P 0.092 -1.855 0.069
S 1.753 -1.080 -0.896
S 0.325 1.798 -0.667
S -1.250 0.917 -1.615
H -0.633 -0.150 1.927
H -1.710 0.311 -0.528
*
```

These are the natural (NBO) partial charges, in e, on atoms 1 to 6: atom 1 (C): -1.15, atom 2 (P): 0.72, atom 3 (P): 0.69, atom 4 (S): -0.38, atom 5 (S): -0.19, atom 6 (S): -0.09